Formula: C6H13N3
Source: the OMol25 dataset
Level of theory: wB97M-V/def2-TZVPD

HOMO-LUMO gap = 10.3 eV
Relative energy (zero: lowest compared OMol25 entry of this formula, charge and spin) = 19.8 kcal/mol
E_HOMO = -9.54 eV
E_tot = -10902.555 eV
E_LUMO = 0.734 eV

XYZ file:
```
22
Properties=species:S:1:pos:R:3:mulliken_charge:R:1
C 1.042 -0.701 -1.702 -1.522
C 0.636 -0.841 -0.240 0.505
C 1.808 -0.561 0.688 -1.609
C -0.666 0.151 0.058 0.680
C -0.277 1.618 0.098 -1.861
N -1.759 -0.049 -0.845 -0.577
N -1.002 -0.327 1.370 -0.213
C -1.802 0.517 2.231 0.304
N -2.333 1.356 2.812 -0.479
H 1.421 0.298 -1.909 0.315
H 0.211 -0.908 -2.373 0.350
H 1.832 -1.418 -1.925 0.420
H 0.286 -1.867 -0.074 0.387
H 2.571 -1.328 0.558 0.431
H 1.493 -0.563 1.728 0.403
H 2.262 0.402 0.462 0.334
H 0.423 1.805 0.906 0.394
H 0.158 1.926 -0.850 0.416
H -1.175 2.208 0.278 0.569
H -1.991 -1.022 -1.002 0.223
H -1.745 0.566 -1.645 0.227
H -1.393 -1.262 1.376 0.301
```